w | Density functional theory data (the ωB97M-V functional and the def2-TZVPD basis) for a cluster of 4 separate species, C4H16NO3 in total.

Last columns: bonded neighbours and bond lengths (Å).
Positions of all 24 atoms, in Å:
1 H -1.556 1.615 -1.891  O15 0.875
2 H 0.580 2.080 1.546  N5 1.075
3 H 2.212 1.692 0.884  N5 1.038
4 H 0.012 -2.608 -1.240  C16 1.057
5 N 1.184 1.567 0.821  H2 1.075, H3 1.038, C11 1.451, H23 1.101
6 H 1.695 -0.424 1.082  C11 1.060
7 C -0.539 -1.841 0.732  C12 1.436, C16 1.568, H19 1.115, H20 1.240
8 H -1.264 0.086 0.590  C12 1.046
9 H 1.714 -1.721 -3.261  O22 0.845
10 H 2.874 -1.184 -2.320  O22 1.100
11 C 0.834 0.160 0.878  N5 1.451, H6 1.060, C12 1.339
12 C -0.351 -0.421 0.649  C7 1.436, H8 1.046, C11 1.339
13 H -1.422 -1.680 -1.273  C16 1.099
14 H -1.537 -3.342 -0.560  C16 1.141
15 O -0.830 1.902 -1.494  H1 0.875, H18 0.954
16 C -0.869 -2.425 -0.685  H4 1.057, C7 1.568, H13 1.099, H14 1.141
17 O -1.490 2.231 2.241  H21 1.056, H24 0.927
18 H -0.469 2.541 -2.104  O15 0.954
19 H 0.441 -2.304 0.994  C7 1.115
20 H -1.245 -2.116 1.715  C7 1.240
21 H -2.450 1.812 2.115  O17 1.056
22 O 2.121 -1.949 -2.557  H9 0.845, H10 1.100
23 H 0.786 1.908 -0.148  N5 1.101
24 H -1.521 2.375 3.156  O17 0.927

HOMO energy in eV: -13.615
Total charge: +1
Orbital gap in eV: 10.42


x | Density functional theory data (the ωB97M-V functional and the def2-TZVPD basis) for a cluster of 3 separate species, C4H16NO3 in total.

Last columns: bonded neighbours and bond lengths (Å).
Positions of all 24 atoms, in Å:
1 O 1.494 0.840 -2.623  H4 0.954, C16 1.413
2 H 1.354 0.209 0.733  C3 1.088
3 C 1.198 0.105 -0.339  H2 1.088, N8 1.629, C12 1.500, C16 1.530
4 H 2.020 0.195 -3.089  O1 0.954
5 H -0.400 0.987 -1.291  N8 1.031
6 H 1.578 2.116 -1.178  C16 1.090
7 O 1.267 -0.275 3.070  H9 0.963, H24 0.970
8 N -0.346 0.621 -0.329  C3 1.629, H5 1.031, C18 1.505, H23 1.018
9 H 1.413 -1.100 3.545  O7 0.963
10 H 2.962 1.204 -1.033  C16 1.104
11 H -1.290 -1.283 -0.660  C18 1.079
12 C 1.319 -1.306 -0.835  C3 1.500, H14 1.093, H15 1.076, H19 1.092
13 H -4.688 1.036 1.632  O17 0.964
14 H 1.945 -1.361 -1.729  C12 1.093
15 H 0.345 -1.759 -0.888  C12 1.076
16 C 1.895 1.080 -1.289  O1 1.413, C3 1.530, H6 1.090, H10 1.104
17 O -4.275 0.334 1.116  H13 0.964, H21 0.971
18 C -1.450 -0.376 -0.098  N8 1.505, H11 1.079, H20 1.104, H22 1.101
19 H 1.724 -2.084 -0.184  C12 1.092
20 H -2.434 0.003 -0.424  C18 1.104
21 H -5.042 -0.212 0.877  O17 0.971
22 H -1.387 -0.760 0.932  C18 1.101
23 H -0.362 1.438 0.278  N8 1.018
24 H 1.158 0.351 3.804  O7 0.970

HOMO energy in eV: -14.698
Total charge: +1
Orbital gap in eV: 12.01


y | Density functional theory data (the ωB97M-V functional and the def2-TZVPD basis) for a cluster of 3 separate species, C4H16NO3 in total.

Last columns: bonded neighbours and bond lengths (Å).
Positions of all 24 atoms, in Å:
1 H 0.869 -2.970 0.555  O19 0.972
2 H -1.449 -0.323 -1.455  C4 1.090
3 H -2.403 0.147 -0.093  C4 1.074
4 C -1.482 0.358 -0.605  H2 1.090, H3 1.074, C10 1.542, N17 1.509
5 H -0.880 2.338 2.555  O24 0.964
6 H 0.737 -1.515 -1.475  C21 1.087
7 H 3.235 -1.501 -0.207  O8 0.959
8 O 2.331 -1.776 -0.369  H7 0.959, C21 1.416
9 H -2.454 2.229 -0.894  C10 1.085
10 C -1.455 1.835 -1.048  C4 1.542, H9 1.085, H11 1.083, H18 1.092
11 H -0.638 2.395 -0.609  C10 1.083
12 H -0.643 0.409 1.227  N17 1.029
13 H 2.030 -0.373 -1.895  C21 1.085
14 H -0.514 -1.057 0.455  N17 1.029
15 H 0.299 1.832 3.236  O24 0.934
16 H 1.027 1.212 -0.615  C23 1.087
17 N -0.377 -0.043 0.341  C4 1.509, H12 1.029, H14 1.029, C23 1.476
18 H -1.365 1.862 -2.136  C10 1.092
19 O -0.085 -2.825 0.673  H1 0.972, H22 0.966
20 H 1.649 0.365 0.716  C23 1.089
21 C 1.512 -0.864 -1.077  H6 1.087, O8 1.416, H13 1.085, C23 1.535
22 H -0.488 -3.477 0.085  O19 0.966
23 C 0.990 0.235 -0.141  H16 1.087, N17 1.476, H20 1.089, C21 1.535
24 O -0.447 1.507 2.778  H5 0.964, H15 0.934

HOMO energy in eV: -14.713
Total charge: +1
Orbital gap in eV: 12.05


z | Density functional theory data (the ωB97M-V functional and the def2-TZVPD basis) for a cluster of 4 separate species, C4H16NO3 in total.

Last columns: bonded neighbours and bond lengths (Å).
Positions of all 24 atoms, in Å:
1 H 1.632 -0.241 -0.631  O2 0.951
2 O 2.549 -0.246 -0.881  H1 0.951, H19 0.958
3 C -2.012 0.271 -0.350  H13 1.066, C15 1.561, C21 1.517, H24 1.117
4 H -2.098 -0.224 2.157  C16 1.075
5 H -3.275 -1.335 -0.687  C21 1.118
6 H 2.053 -2.265 -1.903  O7 0.972
7 O 1.147 -2.396 -1.576  H6 0.972, H23 0.960
8 H -2.047 -1.781 0.599  C21 1.114
9 H 0.057 -0.097 -0.295  C15 1.087
10 H -1.008 0.424 3.617  C16 1.089
11 H 1.906 2.500 0.269  O14 1.005
12 N -0.381 0.657 1.680  C15 1.468, C16 1.287, H18 1.014
13 H -2.794 0.749 0.195  C3 1.066
14 O 1.557 2.343 -0.661  H11 1.005, H22 0.972
15 C -0.599 0.593 0.229  C3 1.561, H9 1.087, N12 1.468, H20 1.106
16 C -1.215 0.235 2.565  H4 1.075, H10 1.089, N12 1.287
17 H -1.668 -1.564 -1.225  C21 1.076
18 H 0.528 1.043 1.910  N12 1.014
19 H 3.180 -0.545 -0.225  O2 0.958
20 H -0.397 1.632 -0.090  C15 1.106
21 C -2.211 -1.234 -0.357  C3 1.517, H5 1.118, H8 1.114, H17 1.076
22 H 2.317 2.049 -1.192  O14 0.972
23 H 1.250 -2.389 -0.622  O7 0.960
24 H -2.131 0.596 -1.412  C3 1.117

HOMO energy in eV: -14.078
Total charge: +1
Orbital gap in eV: 8.84


Energies relative to the minimum, kJ/mol: w 268.7; x 96.1; y 0.0; z 207.6